Below is a molecular structure, C15H26N5ORuS at a distorted geometry, with properties calculated with ωB97M-V with the def2-TZVPD basis set.

ORCA input file:
```
! RIJCOSX wB97M-V def2-TZVPD def2/J DEFGRID3
* xyz 2 2
Ru -0.002 -0.431 0.215
C 3.993 0.958 0.941
C 2.651 1.344 0.406
O 1.587 1.024 0.986
N 2.616 2.096 -0.692
C 1.367 2.584 -1.242
C 0.802 1.637 -2.269
C 0.796 1.971 -3.613
C 0.292 1.079 -4.547
C -0.153 -0.161 -4.116
C -0.109 -0.436 -2.765
N 0.321 0.455 -1.851
H 3.877 0.192 1.702
H 4.469 1.828 1.397
H 4.650 0.591 0.153
H 3.475 2.316 -1.172
H 1.534 3.561 -1.689
H 0.658 2.691 -0.422
H 1.188 2.931 -3.921
H 0.259 1.347 -5.595
H -0.524 -0.904 -4.805
H -0.411 -1.404 -2.389
C -1.399 -3.018 1.220
N -1.851 -1.801 0.519
C -2.388 -2.144 -0.812
C -2.844 -1.054 1.301
C -2.201 -0.436 2.528
N -1.033 0.376 2.162
C -1.411 1.651 1.540
C -0.119 0.546 3.301
H -2.256 -3.599 1.571
H -0.770 -2.765 2.071
H -0.813 -3.635 0.543
H -3.283 -2.769 -0.725
H -1.646 -2.707 -1.375
H -2.656 -1.238 -1.354
H -3.657 -1.713 1.619
H -3.275 -0.283 0.660
H -1.883 -1.214 3.220
H -2.948 0.176 3.043
H -2.218 2.145 2.089
H -1.762 1.495 0.507
H -0.553 2.318 1.528
H -0.607 1.080 4.121
H 0.758 1.105 2.992
H 0.202 -0.429 3.662
S 3.556 -3.079 -0.868
C 2.331 -2.384 -0.162
N 1.389 -1.889 0.387
*
```

Results
* expectation value of S²: 0.77
* HOMO-LUMO gap (spin up / spin down): 6.3 / 6.1 eV
* LUMO level (spin up / spin down): -0.3057 / -0.3087 Ha

natural (NBO) atomic charge list, values in e, 8 entries: Ru 1.22; C -0.72; C 0.75; O -0.72; N -0.55; C -0.27; C 0.22; C -0.22

***

Below is a molecular structure, C35H54I2NaO2S3Se, with properties calculated with ωB97M-V with the def2-TZVPD basis set.

ORCA input file:
```
! RIJCOSX wB97M-V def2-TZVPD def2/J DEFGRID3
* xyz -1 1
Na 2.250 0.189 0.371
C -4.719 -0.244 3.594
C -4.178 0.390 2.312
C -4.825 1.774 2.155
C -4.602 -0.490 1.129
C -2.656 0.534 2.337
C -1.996 1.137 1.269
C -0.628 1.292 1.261
Se 0.195 2.126 -0.274
C -0.499 1.036 -1.696
C -1.711 1.381 -2.260
C -2.262 0.657 -3.314
C -1.482 -0.375 -3.820
C -0.229 -0.735 -3.326
C 0.273 -0.083 -2.154
O 1.337 -0.466 -1.537
C 0.523 -1.840 -4.096
C 1.978 -2.072 -3.667
C 0.587 -1.459 -5.588
C -0.234 -3.170 -3.968
C -3.638 1.030 -3.863
C -4.074 0.108 -5.003
C -3.615 2.469 -4.397
C -4.685 0.929 -2.745
C 0.213 0.872 2.341
O 1.492 1.052 2.294
C -0.468 0.244 3.433
C -1.855 0.113 3.392
C 0.223 -0.313 4.693
C 1.754 -0.229 4.702
C -0.134 -1.800 4.856
C -0.276 0.460 5.926
H -5.808 -0.327 3.533
H -4.476 0.359 4.472
H -4.313 -1.246 3.744
H -5.916 1.690 2.135
H -4.506 2.256 1.230
H -4.540 2.423 2.985
H -5.693 -0.532 1.047
H -4.237 -1.512 1.262
H -4.204 -0.111 0.187
H -2.559 1.482 0.408
H -2.233 2.243 -1.856
H -1.864 -0.937 -4.663
H 2.547 -1.143 -3.669
H 2.438 -2.769 -4.376
H 2.065 -2.493 -2.669
H 1.126 -0.517 -5.712
H -0.402 -1.339 -6.032
H 1.115 -2.234 -6.151
H -0.316 -3.468 -2.921
H 0.288 -3.963 -4.514
H -1.248 -3.092 -4.367
H -3.387 0.167 -5.850
H -5.067 0.402 -5.354
H -4.127 -0.933 -4.676
H -2.888 2.562 -5.207
H -3.335 3.176 -3.615
H -4.600 2.756 -4.779
H -4.729 -0.091 -2.358
H -5.678 1.204 -3.116
H -4.440 1.590 -1.913
H -2.334 -0.357 4.242
H 2.189 -0.776 3.869
H 2.115 -0.670 5.639
H 2.099 0.801 4.640
H 0.203 -2.365 3.984
H -1.208 -1.958 4.960
H 0.355 -2.212 5.745
H -0.021 1.518 5.835
H 0.191 0.069 6.836
H -1.359 0.385 6.042
C 5.829 -1.302 1.132
C 6.328 -0.484 -0.059
S 5.004 0.023 -1.188
C 5.362 1.789 -1.383
C 5.405 2.636 -0.109
S 3.846 2.574 0.808
C 4.358 2.189 2.499
C 5.256 0.972 2.707
S 4.510 -0.577 2.132
H 5.390 -2.238 0.780
H 6.680 -1.565 1.764
H 6.854 0.405 0.284
H 7.056 -1.087 -0.605
H 6.297 1.915 -1.934
H 4.556 2.141 -2.031
H 6.224 2.324 0.538
H 5.617 3.668 -0.397
H 4.835 3.060 2.953
H 3.391 2.025 2.983
H 6.220 1.098 2.212
H 5.461 0.883 3.776
I -1.362 -2.334 0.512
C 0.456 -3.077 -0.264
I 2.016 -3.158 1.185
H 0.796 -2.355 -1.004
H 0.315 -4.079 -0.647
*
```

Results
* relative energy (zero: lowest compared OMol25 entry of this formula, charge and spin): 0.00 kcal/mol
* HOMO-LUMO gap: 5.5 eV
* LUMO level: 0.0592 Ha

Mulliken atomic charge list, values in e, 8 entries: Na 0.43; C -2.34; C 2.17; C -1.79; C -1.54; C -0.32; C -0.15; C 0.55